Below is 2 unconnected molecules or ions with the total composition C10H16O in a non-equilibrium geometry, with properties calculated with ωB97M-V/def2-TZVPD.

```
27
Properties=species:S:1:pos:R:3:mulliken_charge:R:1
C 0.73518 -3.41371 -1.64962 -1.155
C 1.11361 -1.91536 -1.30786 -0.648
C 0.58702 -1.53608 0.02535 0.378
C 1.05210 -2.24264 1.19255 -0.415
C 0.73054 -1.74169 2.40697 -0.614
C -0.21022 -0.67190 2.52685 0.894
O -0.47243 -0.47462 3.84674 -0.504
C -0.81315 -0.10457 1.42639 -0.721
C -0.33938 -0.51973 0.16078 -0.414
H 0.82431 -3.45834 -2.74580 0.362
H -0.33129 -3.53103 -1.44821 0.337
H 1.36043 -4.18148 -1.21044 0.358
H 2.21046 -1.90652 -1.36508 0.310
H 0.65791 -1.39595 -2.15471 0.326
H 1.47586 -3.17218 0.83649 0.265
H 0.92111 -2.22323 3.36397 0.356
H -1.20758 0.09549 4.05746 0.304
H -1.59359 0.60089 1.65401 0.315
H -0.70849 -0.01498 -0.72388 0.258
C -1.28094 3.60810 -1.51268 -0.577
C -0.17184 4.30798 -0.68571 -0.781
H -2.27713 3.72881 -1.08420 0.270
H -1.35661 4.12373 -2.47603 0.300
H -1.07337 2.53097 -1.59453 0.018
H -0.71186 4.91686 0.03224 0.236
H 0.38442 4.99928 -1.33729 0.267
H 0.49494 3.59190 -0.23375 0.275
```

Its energy above the lowest of the compared OMol25 structures with the same formula, charge and spin is 40.4 kcal/mol. The HOMO-LUMO gap comes out at 8.959 eV. Its SMILES is CCc1ccc(O)cc1.CC.